(1)
{
  "formula": "C9H15N3",
  "method": "the ωB97M-V functional and the def2-TZVPD basis",
  "e_lumo_ev": 0.85,
  "de_lowest_kcal_mol": 91.47,
  "homo_ev": -9.15,
  "charge": 0,
  "total_energy_ev": -14042.596,
  "gap_ev": 10.0,
  "symbols": ["C", "C", "C", "C", "C", "C", "C", "C", "C", "N", "N", "N", "H", "H", "H", "H", "H", "H", "H", "H", "H", "H", "H", "H", "H", "H", "H"],
  "positions_angstrom": [[-1.054250, 0.878776, -3.331568], [-1.004292, 0.646790, -1.948933], [-0.931017, -1.736043, -1.465390], [-1.054552, -0.521417, -1.022496], [0.897345, -1.837244, 1.412120], [0.654150, 0.072850, 2.974286], [1.377513, 0.531876, 0.577384], [-0.939857, -0.128930, 0.911629], [0.500257, -0.381847, 1.493677], [-0.726710, 2.148314, -3.608037], [-0.616300, 1.806896, -1.349699], [-0.546443, 2.697813, -2.333254], [-1.264833, 0.212787, -4.159069], [-1.022170, -2.630133, -0.862531], [-1.293726, -1.943000, -2.530922], [2.045683, -1.998010, 1.697262], [0.846127, -2.049685, 0.307257], [0.295317, -2.563255, 1.983447], [0.373167, 1.065903, 3.232843], [-0.032009, -0.433492, 3.604997], [1.660520, -0.068769, 3.137529], [2.443119, 0.705460, 1.009819], [1.370927, 0.198050, -0.464022], [0.904682, 1.533025, 0.534663], [-1.847838, -0.644687, 1.374518], [-1.136291, 0.909271, 0.925715], [0.101484, 3.528701, -2.101227]],
  "forces_ev_per_a": [[0.264, 0.966, -0.539], [0.765, 1.283, 2.575], [-2.419, -2.255, -2.022], [0.823, 2.255, 3.396], [2.508, -0.688, -1.338], [-2.135, 0.211, -1.864], [1.072, 0.679, 1.318], [-0.619, -2.044, -2.476], [-1.017, 1.205, -0.396], [0.117, 0.266, 2.255], [-1.028, -0.526, -1.532], [1.543, -0.163, -0.620], [-0.074, 0.062, 0.256], [0.425, 0.132, 0.298], [1.256, 0.353, 1.104], [-2.419, 0.410, -0.411], [0.086, -0.421, 1.154], [0.095, 0.508, -0.192], [0.104, 1.397, -0.571], [-0.135, -1.403, 0.728], [2.140, -0.462, 1.208], [-1.618, -0.632, -0.900], [0.428, -0.236, 0.275], [0.339, -0.513, 0.218], [1.492, 0.211, -0.645], [-0.229, 1.080, -0.062], [-1.764, -1.673, -1.217]]
}



(2)
{
  "formula": "C9H23ClN2O5Ti",
  "method": "the ωB97M-V functional and the def2-TZVPD basis",
  "e_lumo_ev": [1.74, 1.18],
  "de_lowest_kcal_mol": 151.68,
  "homo_ev": [-4.29, -4.30],
  "spin_multiplicity": 4,
  "charge": -1,
  "s2": 3.75,
  "total_energy_ev": -58556.229,
  "gap_ev": [6.0, 5.5],
  "symbols": ["Ti", "Cl", "O", "C", "O", "O", "H", "C", "C", "C", "O", "C", "N", "H", "H", "H", "H", "H", "H", "H", "H", "H", "H", "H", "C", "C", "C", "O", "C", "N", "H", "H", "H", "H", "H", "H", "H", "H", "H", "H", "H"],
  "positions_angstrom": [[0.908329, 0.031052, -0.169318], [3.139571, 3.111449, -1.980537], [2.551524, -0.609284, 4.994326], [3.342442, 0.195415, 4.280121], [3.014656, 0.527538, 3.156426], [4.374136, 0.584690, 4.836617], [3.377857, -0.542932, 5.478445], [-3.749405, 1.751571, -1.706163], [-3.048421, 2.207000, -0.378216], [-3.903140, 3.369428, 0.336234], [-3.079099, 3.985522, 1.369183], [-3.810067, 5.032979, 1.989678], [-2.770620, 1.110633, 0.360992], [-3.993020, 2.645083, -2.280966], [-4.576389, 1.068756, -1.511354], [-2.925699, 1.315411, -2.271286], [-2.082422, 2.653668, -0.613659], [-4.792753, 3.026067, 0.864238], [-4.032759, 4.171552, -0.390337], [-3.206627, 5.542028, 2.741236], [-4.654457, 4.594968, 2.521891], [-4.330027, 5.722029, 1.324145], [-2.526149, 1.535286, 1.244173], [-3.624087, 0.632469, 0.612091], [4.104074, -2.287029, -1.966049], [2.743664, -2.844756, -2.581676], [2.147889, -3.906777, -1.561763], [1.847302, -3.354391, -0.243010], [1.107940, -4.243882, 0.609277], [1.774099, -1.803642, -2.702662], [4.033187, -1.752024, -1.019018], [4.738949, -1.717696, -2.644927], [4.762521, -3.151651, -1.882599], [2.986219, -3.329187, -3.527497], [2.931240, -4.664628, -1.550491], [1.192942, -4.317982, -1.888992], [1.143174, -3.812395, 1.609620], [1.579371, -5.225424, 0.658603], [0.063685, -4.266860, 0.297671], [2.225751, -0.981228, -3.076470], [1.014616, -2.002824, -3.337979]],
  "forces_ev_per_a": [[0.791, -0.052, -0.287], [-0.435, -0.547, 0.072], [-0.746, -1.126, 0.642], [-0.128, 2.903, -4.102], [-1.543, 0.190, -2.699], [1.742, -0.162, 1.898], [0.354, -1.963, 3.971], [1.652, 1.315, 0.656], [-2.429, 3.676, -2.909], [2.444, -0.197, 0.210], [-0.382, 0.078, -0.534], [-0.514, -0.837, 0.620], [0.612, -2.478, 3.344], [-0.641, -0.148, -0.007], [0.014, 0.125, -0.221], [-0.385, -0.658, -0.123], [-0.122, 0.511, -0.319], [-0.477, -0.210, -0.544], [-0.761, -0.191, -0.244], [0.226, 0.005, -0.401], [-0.189, -0.258, 0.425], [0.645, 0.290, -0.559], [0.789, -0.521, 0.812], [-0.310, -0.507, -0.185], [-0.263, -1.039, -1.003], [0.614, -0.133, 2.852], [0.162, 0.844, 0.078], [0.719, -0.187, -0.910], [0.614, 0.835, -0.271], [-0.419, 1.801, -0.043], [-0.283, -0.215, -0.073], [-0.715, 0.631, -0.347], [-0.153, -0.316, 0.700], [-0.069, -0.332, -0.020], [-0.198, -0.493, 0.612], [0.070, -0.202, -0.611], [0.068, 0.065, -0.063], [-0.183, -0.169, -0.168], [-0.092, -0.391, -0.151], [0.022, 0.377, -0.103], [-0.101, -0.314, 0.007]]
}



(3)
{
  "formula": "C20H20Cl2I2N6O2RuS",
  "method": "the ωB97M-V functional and the def2-TZVPD basis",
  "e_lumo_ev": [-4.97, -5.02],
  "homo_ev": [-10.48, -10.43],
  "spin_multiplicity": 2,
  "charge": 1,
  "s2": 0.76,
  "total_energy_ev": -88758.486,
  "gap_ev": [5.5, 5.4],
  "symbols": ["Ru", "Cl", "C", "C", "C", "Cl", "C", "C", "C", "C", "N", "C", "C", "O", "H", "H", "H", "H", "O", "N", "C", "C", "C", "C", "C", "S", "H", "H", "H", "H", "C", "N", "C", "N", "C", "N", "C", "N", "C", "C", "H", "H", "H", "H", "H", "H", "H", "H", "H", "H", "H", "H", "I", "I"],
  "positions_angstrom": [[0.049122, 0.523962, -0.709211], [-0.865088, 4.910034, -2.824588], [0.283381, 4.589641, -1.590048], [1.083205, 5.630588, -1.078399], [2.006559, 5.384986, -0.106167], [2.959122, 6.685677, 0.514995], [2.205573, 4.074272, 0.383589], [3.168344, 3.719757, 1.345501], [3.307019, 2.402988, 1.696514], [2.449435, 1.446422, 1.140176], [1.500743, 1.739821, 0.270889], [1.391796, 3.046918, -0.138863], [0.409661, 3.303489, -1.119594], [-0.340090, 2.294200, -1.535736], [0.959494, 6.632489, -1.464824], [3.793777, 4.483069, 1.786662], [4.058482, 2.089394, 2.406123], [2.544987, 0.409600, 1.425193], [-1.349573, -0.296971, -1.944222], [-2.647394, -0.205458, -1.668295], [-3.511936, -0.715744, -2.576927], [-4.853245, -0.705555, -2.330040], [-5.321950, -0.138225, -1.134985], [-4.424051, 0.384994, -0.240470], [-3.050307, 0.339459, -0.514697], [-1.854820, 0.901646, 0.583597], [-3.048072, -1.114281, -3.465956], [-5.526806, -1.135936, -3.055210], [-6.381111, -0.114036, -0.921558], [-4.741949, 0.836640, 0.688148], [1.633225, -2.085831, -0.050582], [0.353099, -1.381498, 0.296276], [0.318893, -1.247114, 1.801051], [0.445133, -2.521095, 2.466422], [1.707919, -3.149655, 2.072850], [1.755728, -3.353412, 0.624475], [0.640965, -4.217851, 0.234448], [-0.635208, -3.607372, 0.611427], [-0.766807, -2.340066, -0.063248], [-0.659289, -3.389407, 2.057739], [2.470851, -1.441306, 0.223949], [1.649225, -2.247899, -1.126300], [-0.621931, -0.779101, 2.080175], [1.140207, -0.607938, 2.112961], [1.802216, -4.112998, 2.572854], [2.540274, -2.510873, 2.375182], [0.742635, -5.182913, 0.729318], [0.660861, -4.360875, -0.847209], [-1.707852, -1.876106, 0.228442], [-0.745868, -2.488877, -1.141500], [-0.577971, -4.347534, 2.569964], [-1.603266, -2.915301, 2.331813], [1.493534, 0.213908, -2.953786], [3.709122, -1.452727, -3.028317]],
  "forces_ev_per_a": [[-1.662, 0.054, 0.471], [-0.056, 0.085, -0.031], [0.122, 0.190, 0.030], [-0.155, -0.063, -0.126], [0.020, 0.063, -0.036], [0.043, 0.034, 0.013], [0.001, -0.090, 0.077], [0.047, -0.214, 0.017], [-0.037, 0.115, 0.034], [-0.060, -0.070, -0.119], [-0.053, 0.017, 0.070], [0.034, 0.064, 0.165], [-0.467, -0.494, 0.081], [0.656, 0.057, -0.730], [-0.040, -0.009, -0.012], [0.028, 0.000, -0.037], [-0.026, -0.022, 0.020], [0.082, 0.014, -0.029], [0.687, -0.123, -0.121], [-0.221, 0.098, 0.056], [-0.045, -0.076, -0.114], [0.021, 0.046, 0.074], [0.115, -0.017, -0.040], [-0.108, -0.008, -0.045], [0.104, 0.137, 0.152], [0.599, 0.241, 0.375], [0.027, -0.006, 0.014], [0.000, 0.035, -0.023], [-0.004, 0.008, 0.001], [0.007, -0.007, 0.007], [-0.059, -0.067, 0.078], [-0.057, 0.016, 0.099], [0.012, -0.202, 0.029], [0.073, -0.062, 0.165], [-0.106, 0.086, -0.093], [0.257, -0.151, -0.008], [-0.046, 0.174, 0.055], [-0.105, -0.088, -0.103], [0.055, -0.137, 0.030], [0.057, 0.082, -0.073], [-0.013, 0.030, -0.041], [-0.059, 0.012, 0.009], [-0.012, -0.005, -0.037], [-0.038, 0.042, -0.019], [0.014, 0.007, 0.010], [0.003, -0.008, 0.013], [0.002, -0.007, -0.012], [0.009, -0.057, 0.010], [0.021, 0.050, -0.004], [0.028, 0.047, -0.004], [0.005, 0.005, 0.007], [-0.013, -0.041, 0.020], [1.039, -0.475, -0.319], [-0.728, 0.688, -0.005]]
}



Question: What is the formula in the third record?
Answer: C20H20Cl2I2N6O2RuS